104
Properties=species:S:1:pos:R:3 method="wB97M-V/def2-TZVPD" de_lowest_kcal_mol=0.0 fmax_ev_per_a=0.9 charge=+1
C -4.79586 -1.26668 1.23719
C -4.13840 -1.31344 0.23815
C -3.34957 -1.36988 -0.97819
S -1.64755 -1.82177 -0.51907
C -1.03349 -2.40747 -2.09421
C -0.83061 -3.90716 -2.11010
C -1.32228 -4.75671 -1.11889
C -1.09483 -6.11324 -1.18538
C -0.37240 -6.64606 -2.23695
C 0.10311 -5.80748 -3.22852
C -0.12676 -4.44214 -3.18312
C 0.40676 -3.59482 -4.31423
O -0.82856 -0.45633 -0.41827
C -1.30474 0.48465 0.59070
C -0.96625 0.08964 2.02712
N -0.15921 1.12510 2.66943
C 0.99631 0.62446 3.40594
C 1.66669 1.73778 4.19657
C 2.73937 2.47875 3.39121
O 2.27489 1.09087 5.33479
H -5.11885 -1.34752 2.24924
H -3.68894 -2.15276 -1.65828
H -3.31741 -0.40997 -1.49418
H -1.73288 -2.08275 -2.86364
H -0.09422 -1.87730 -2.25296
H -1.88912 -4.35199 -0.29093
H -1.47716 -6.75564 -0.40506
H -0.17705 -7.70602 -2.30970
H 0.67296 -6.21290 -4.05282
H 1.44655 -3.32139 -4.13272
H -0.17555 -2.68625 -4.45321
H 0.34285 -4.14747 -5.24658
H -0.78656 1.41274 0.36920
H -2.37025 0.68226 0.48272
H -1.89818 -0.02939 2.58531
H -0.44607 -0.87307 2.05647
H 0.12566 1.82854 1.99714
H 0.67622 -0.14218 4.10799
H 1.73995 0.18423 2.72718
H 0.92694 2.44273 4.57590
H 3.70998 2.30731 3.84656
H 2.78495 2.14226 2.35407
H 2.59475 3.55836 3.40586
H 2.18120 1.65806 6.10500
C -4.27850 -1.55432 -6.93151
C -3.09051 -1.54145 -6.00243
O -3.08551 -2.19741 -4.96455
N -2.02699 -0.78384 -6.35873
C -1.86751 0.04048 -7.54508
H -5.03657 -2.20507 -6.50798
H -4.69312 -0.55245 -7.04528
H -3.99772 -1.93151 -7.91491
H -1.26099 -0.81733 -5.70508
H -1.01521 -0.30085 -8.13258
H -1.70227 1.08107 -7.26537
H -2.75602 -0.01327 -8.16377
C 5.67979 -5.14089 -2.06259
C 4.81727 -3.99424 -2.53293
O 5.19103 -3.19690 -3.37329
N 3.57632 -3.87600 -1.97894
C 2.93761 -4.71026 -0.97926
H 6.62386 -5.09466 -2.59552
H 5.87252 -5.06946 -0.99158
H 5.20142 -6.09878 -2.27014
H 3.06169 -3.08686 -2.33528
H 2.01383 -5.13658 -1.37416
H 2.68781 -4.11428 -0.09832
H 3.59061 -5.51934 -0.67064
C -1.09476 5.30906 -0.20271
C 0.07787 4.54207 0.35903
O 0.37899 3.42433 -0.05210
N 0.80104 5.12812 1.33780
C 0.60500 6.43188 1.94697
H -1.56062 4.70490 -0.97497
H -1.82834 5.52191 0.57544
H -0.76775 6.25130 -0.64222
H 1.57349 4.56599 1.66440
H 1.48567 7.05638 1.79698
H 0.43293 6.32735 3.01840
H -0.25101 6.93148 1.50684
C -7.58276 1.87837 2.92988
C -8.09264 1.72828 4.34628
O -9.22118 2.05296 4.65883
N -7.23608 1.20649 5.26988
C -5.86708 0.76989 5.09199
H -8.37966 2.29977 2.32594
H -6.72057 2.54600 2.89517
H -7.29994 0.90871 2.51642
H -7.64083 1.12836 6.18993
H -5.77390 -0.28834 5.34725
H -5.19850 1.34040 5.73872
H -5.54802 0.91137 4.06351
C 6.13061 4.01289 1.73037
C 6.35966 4.10316 3.22246
O 5.43425 4.21721 4.01128
N 7.64273 4.05154 3.66014
C 8.85712 3.91998 2.87816
H 5.06171 4.06762 1.54783
H 6.62181 4.83546 1.20987
H 6.51033 3.07066 1.33391
H 7.72839 4.11704 4.66251
H 9.39869 3.01670 3.16212
H 9.51011 4.77869 3.03902
H 8.62234 3.86117 1.82086


108
Properties=species:S:1:pos:R:3 method="wB97M-V/def2-TZVPD" e_tot_ha=-2606.6344 fmax_ev_per_a=6.4 charge=0
C 5.75355 -3.66936 2.12980
C 5.01633 -2.32205 1.58133
C 3.56918 -2.78774 1.01475
N 2.54350 -1.92247 1.69140
B 2.03403 -0.82442 0.81928
O 2.29190 0.55044 1.25429
B 0.93780 1.04834 1.51417
C 0.53571 1.36214 3.04703
C -0.92411 1.98296 3.24421
C -2.12676 1.02214 2.80582
C -1.83909 -0.53699 2.98905
C -3.21844 -1.32396 2.69655
C -2.97595 -2.90882 2.76216
C -2.38986 -3.43117 1.33809
S -0.59172 -3.89940 1.47974
C 0.17618 -4.03677 -0.17432
N -0.13687 -3.48279 -1.43359
N 0.81245 -3.88634 -2.35444
C 1.68746 -4.70123 -1.59711
O 1.34956 -4.85228 -0.23821
O 0.08196 1.16085 0.36162
B 0.45240 0.18847 -0.66645
C -0.14555 0.51894 -2.16134
C 0.98049 0.51758 -3.30502
O 1.79493 -0.71733 -3.30591
C 3.14521 -0.23155 -3.37889
O 3.65688 0.05064 -4.47974
O 1.26878 -0.98030 -0.38935
H 6.83088 -3.35280 2.37561
H 5.27149 -3.94655 3.13906
H 5.69538 -4.51143 1.36662
H 4.85268 -1.67854 2.51944
H 5.63158 -1.78239 0.78871
H 3.45921 -2.65503 -0.11179
H 3.35247 -3.86868 1.33434
H 1.74920 -2.45946 2.06348
H 0.63658 0.36121 3.61507
H 1.38026 2.02134 3.47868
H -1.02585 2.24855 4.35978
H -1.04423 2.98256 2.68671
H -2.43487 1.30444 1.73396
H -3.01858 1.27917 3.49327
H -1.10100 -0.93106 2.19152
H -1.37488 -0.81161 4.00064
H -4.06580 -0.94618 3.35522
H -3.48862 -1.08548 1.60712
H -3.96560 -3.47558 2.92865
H -2.25719 -3.12133 3.62773
H -2.94485 -4.38304 1.01119
H -2.56634 -2.65248 0.52259
H 2.57068 -5.20719 -2.09573
H -0.97230 -0.20527 -2.47451
H -0.60618 1.57705 -2.15538
H 1.69310 1.41930 -3.20824
H 0.45108 0.56430 -4.32797
H 3.72709 -0.08153 -2.41128
C 3.36139 -0.84990 7.28424
C 2.69716 -2.06893 6.68349
C 1.27737 -1.58150 6.47113
O 1.35520 -0.17151 6.22212
C 2.67954 0.27975 6.53774
H 4.44675 -0.84045 7.17175
H 3.12712 -0.78759 8.35209
H 3.15911 -2.30569 5.71932
H 2.75283 -2.95680 7.31560
H 0.66720 -1.73033 7.36858
H 0.78568 -2.07622 5.62960
H 3.19258 0.49856 5.59481
H 2.62418 1.19867 7.12548
C -1.70736 7.45866 1.50992
C -2.37706 6.82712 2.70931
C -2.79189 5.47486 2.16343
O -1.82815 5.11738 1.16111
C -1.02337 6.26825 0.86787
H -1.01369 8.26126 1.76580
H -2.46567 7.86432 0.83218
H -1.64772 6.69672 3.51551
H -3.21664 7.40507 3.09909
H -3.77378 5.52481 1.68070
H -2.82209 4.70279 2.93612
H -0.03037 6.10111 1.29939
H -0.91924 6.37726 -0.21380
C -4.54581 -1.91807 -4.97406
C -4.42404 -3.07288 -4.00345
C -3.07875 -2.80190 -3.35852
O -2.89730 -1.37844 -3.36084
C -3.89792 -0.78631 -4.20019
H -5.57318 -1.69831 -5.26925
H -3.96752 -2.13128 -5.87901
H -5.21829 -3.01102 -3.25200
H -4.47907 -4.05411 -4.47784
H -2.26283 -3.24462 -3.93893
H -3.02062 -3.17763 -2.33466
H -4.62361 -0.28223 -3.55236
H -3.43691 -0.04112 -4.85235
C 1.10815 1.51349 -7.33469
C 1.11831 2.82840 -8.08305
C -0.30216 2.90290 -8.60869
O -1.13073 2.21472 -7.66246
C -0.29042 1.49562 -6.74975
H 1.88837 1.43313 -6.57568
H 1.22935 0.68434 -8.03929
H 1.30200 3.65135 -7.38449
H 1.86847 2.87857 -8.87395
H -0.39704 2.39108 -9.57242
H -0.65337 3.93092 -8.72453
H -0.32364 2.01364 -5.78476
H -0.67594 0.48224 -6.61473


105
Properties=species:S:1:pos:R:3 method="wB97M-V/def2-TZVPD" e_tot_ha=-2798.5203 fmax_ev_per_a=1.5 charge=0
C -1.94560 -1.35132 1.34072
C -0.83527 -1.33084 0.87946
C 0.35099 -1.32868 -0.02538
C 0.88537 0.08287 -0.29723
C 0.01149 0.95942 -0.96898
Cl -1.56216 0.46433 -1.52868
C 0.39825 2.26883 -1.20893
C 1.66341 2.70626 -0.78083
C 2.55768 1.83939 -0.14960
N 3.84628 2.34921 0.26989
C 4.61036 2.81171 -0.94314
C 6.13322 2.47421 -0.87026
C 2.18887 0.49498 0.10607
P 3.20813 -0.79307 0.94307
C 4.93533 -0.22646 1.25507
C 3.45459 -2.19969 -0.28209
C 1.76477 4.19011 -1.12967
O 2.41673 5.05847 -0.64537
N 0.77771 4.37797 -2.19428
C -0.31421 3.44390 -1.88131
O -1.46426 3.65056 -2.07622
H -2.89900 -1.12513 1.77602
H 0.10017 -1.80014 -0.98742
H 1.09337 -1.97419 0.44951
H 3.66685 3.21949 0.76743
H 4.52855 3.89987 -1.05018
H 4.20035 2.35905 -1.85349
H 6.69675 3.40034 -1.04551
H 6.38555 1.83050 -1.72668
H 6.42503 1.98999 0.06191
H 5.57955 -1.11226 1.30653
H 5.01448 0.38506 2.15780
H 5.30188 0.39292 0.43045
H 2.83271 -3.02377 0.08542
H 3.07013 -1.90987 -1.26906
H 4.50724 -2.49070 -0.33873
H 1.22824 3.85765 -2.95747
C 5.21450 5.39682 2.14226
O 5.92775 4.26810 2.61938
C 6.81921 4.53534 3.68747
C 6.16206 4.55950 5.07708
C 5.38114 5.83808 5.36280
N 5.28054 3.40702 5.28873
H 5.81321 6.31048 2.18162
H 4.28759 5.53083 2.70470
H 4.94292 5.20664 1.10204
H 7.54389 3.71619 3.67183
H 7.38195 5.45799 3.49547
H 6.97097 4.50242 5.81176
H 4.42731 5.86580 4.83601
H 5.15991 5.91238 6.42782
H 5.95569 6.72249 5.07858
H 5.82368 2.55239 5.19897
H 4.63209 3.36898 4.50580
C -4.29282 2.16722 -7.50725
O -3.55144 1.06171 -7.02724
C -2.65471 1.35592 -5.97008
C -3.29316 1.37912 -4.57210
C -4.09417 2.64532 -4.28753
N -4.14916 0.21238 -4.33781
H -3.70808 3.09109 -7.47966
H -5.21767 2.29546 -6.94008
H -4.56411 1.95939 -8.54291
H -1.91309 0.55173 -5.98817
H -2.11393 2.28964 -6.17588
H -2.47549 1.34613 -3.84792
H -5.05596 2.64936 -4.80179
H -4.30044 2.72546 -3.21984
H -3.54066 3.53845 -4.58599
H -3.59312 -0.63588 -4.41848
H -4.80385 0.15600 -5.11512
C -5.33654 -5.64786 -2.38163
O -5.03442 -4.56374 -1.52285
C -3.65798 -4.38610 -1.24152
C -2.88208 -3.59681 -2.30727
C -2.55320 -4.41108 -3.55475
N -3.58516 -2.37489 -2.71000
H -4.66254 -6.49393 -2.21966
H -5.30278 -5.33987 -3.42928
H -6.35508 -5.96928 -2.16290
H -3.62275 -3.81321 -0.31032
H -3.18010 -5.35327 -1.03520
H -1.93119 -3.30156 -1.85105
H -3.42298 -4.55267 -4.19637
H -1.79728 -3.89731 -4.15037
H -2.15817 -5.39478 -3.29088
H -3.71687 -1.78518 -1.89207
H -4.53196 -2.63741 -2.97514
C -3.74723 -4.96615 2.77393
O -2.60825 -4.84065 3.60530
C -2.67304 -3.79529 4.55826
C -3.42491 -4.15495 5.85009
C -4.94226 -4.15602 5.69486
N -3.00189 -5.45093 6.38964
H -4.18972 -3.99335 2.54014
H -4.49679 -5.61667 3.23055
H -3.42670 -5.43296 1.84207
H -1.63426 -3.57754 4.82139
H -3.07895 -2.88348 4.10075
H -3.17493 -3.38633 6.58775
H -5.30163 -5.03467 5.15924
H -5.41986 -4.16186 6.67511
H -5.28440 -3.26596 5.16201
H -2.00574 -5.41773 6.58904
H -3.07894 -6.13394 5.63988


101
Properties=species:S:1:pos:R:3 method="wB97M-V/def2-TZVPD" de_lowest_kcal_mol=0.0 fmax_ev_per_a=1.6 charge=+1
C 3.81064 -7.26661 -2.27009
C 2.97653 -6.87669 -1.29648
C 3.28975 -5.88872 -0.21404
C 3.17751 -4.42119 -0.66811
C 1.93457 -4.08524 -1.55471
C 0.63714 -4.84977 -1.34217
O 0.32561 -5.69101 -2.17070
N -0.20825 -4.55783 -0.24043
C -1.20625 -3.55128 -0.60403
C -0.89725 -5.77705 0.19528
C 4.41230 -4.08814 -1.54085
C 5.57732 -3.41343 -0.82052
O 5.86819 -3.93830 0.48092
S 4.69975 -3.72117 1.54662
O 4.96328 -2.50462 2.25671
O 4.61924 -4.91504 2.31756
C 3.21931 -3.41634 0.52883
N 1.98842 -3.27736 1.27133
C 1.77641 -4.14140 2.43952
C 2.15477 -3.56618 3.78793
O 1.28664 -5.23814 2.35354
C 1.54678 -1.92771 1.46825
C 2.50858 -0.82312 1.84956
O 0.36345 -1.66868 1.30436
H 4.86978 -7.44932 -2.14107
H 3.41098 -7.40239 -3.26607
H 1.99001 -7.31774 -1.28194
H 4.32311 -6.05549 0.09215
H 2.69752 -6.11691 0.66788
H 2.19610 -4.17540 -2.59906
H 1.70815 -3.02850 -1.37848
H -0.71186 -2.64268 -0.93802
H -1.83067 -3.91881 -1.42579
H -1.80902 -3.35788 0.27359
H -1.77115 -5.97523 -0.42453
H -1.22310 -5.66126 1.22468
H -0.22762 -6.62507 0.18170
H 4.11096 -3.38945 -2.31878
H 4.77661 -4.97176 -2.05417
H 5.36451 -2.34845 -0.71497
H 6.46899 -3.49037 -1.42720
H 3.39096 -2.46092 0.04453
H 1.65960 -2.61525 3.96866
H 3.22790 -3.48192 3.90536
H 1.78800 -4.25173 4.54095
H 3.15187 -1.09471 2.67557
H 1.91217 0.03478 2.13675
H 3.11193 -0.50962 1.00223
C -0.20131 0.25479 -1.58923
C -1.02839 0.52476 -0.33584
C -2.45992 0.96425 -0.64528
C -2.61328 2.41348 -1.13392
P -2.58572 3.71712 0.10158
C -3.75307 3.24296 1.40181
C -5.17911 2.80159 1.03868
C -6.18226 3.88226 0.62227
C -6.25856 5.08219 1.56056
C -3.23188 5.23001 -0.61690
C -2.56225 5.91764 -1.81842
C -1.28732 6.72198 -1.55275
C -1.33470 7.61828 -0.31996
C -1.06784 3.90296 1.05372
C 0.27959 4.40832 0.51265
C 0.81009 3.78046 -0.78630
C 1.95074 2.79245 -0.54660
H -0.14780 1.12392 -2.24979
H 0.81876 -0.02087 -1.31914
H -0.62822 -0.57251 -2.15923
H -0.51931 1.26394 0.28862
H -1.06285 -0.39032 0.25043
H -3.07727 0.81376 0.24377
H -2.87062 0.30227 -1.40975
H -3.59950 2.50471 -1.60494
H -1.90705 2.62605 -1.93928
H -3.77134 4.04850 2.14030
H -3.27533 2.40332 1.91687
H -5.58325 2.30009 1.92043
H -5.14189 2.04146 0.25394
H -7.16765 3.41538 0.57881
H -5.98660 4.21929 -0.39864
H -6.59320 4.78125 2.55439
H -6.96901 5.81393 1.17828
H -5.29902 5.59219 1.66564
H -3.42606 5.94511 0.18511
H -4.22054 4.93837 -0.98079
H -3.30354 6.60056 -2.23828
H -2.36079 5.17733 -2.59738
H -1.09114 7.34096 -2.42971
H -0.43578 6.04257 -1.49006
H -2.08141 8.40577 -0.43343
H -0.36766 8.09647 -0.16674
H -1.56188 7.06258 0.59298
H -0.90407 2.94290 1.55250
H -1.34955 4.58049 1.86909
H 1.01471 4.26690 1.30711
H 0.21879 5.49010 0.39539
H 1.19488 4.57151 -1.43238
H 0.01119 3.29469 -1.34924
H 2.82741 3.30994 -0.15609
H 2.24188 2.30566 -1.47742
H 1.66969 2.01732 0.17027